No. 1
DFT (the ωB97M-V functional and the def2-TZVPD basis) results for a single C3H4N2OS2 molecule in a non-equilibrium geometry.

Summary:
SMILES string: O=C1CN=C(NS)S1
E_HOMO: -0.336 Eh
Energy relative to the best compared isomer or geometry (same formula, charge and spin): 29.23 kcal per mole
Frontier orbital gap: 0.3565 Ha

```
! RIJCOSX wB97M-V def2-TZVPD def2/J DEFGRID3
* xyz 0 1
C -0.18138 0.35862 -0.31661
C -0.06188 -1.61934 0.86428
C 1.01646 -0.70581 1.51011
H -0.75127 3.40692 -1.61016
H -1.21997 0.39624 -2.02181
H 0.42693 -2.51746 0.47540
H -0.79929 -1.98133 1.68009
N -0.65908 1.02644 -1.35119
N -0.73082 -0.81038 -0.14030
O 1.78807 -0.94620 2.34894
S -0.05480 2.41013 -2.08316
S 1.22703 0.98218 0.64441
*
```

No. 2
DFT (the ωB97M-V functional and the def2-TZVPD basis) results for 2 unconnected molecules or ions with the total composition C5H10N in a non-equilibrium geometry.

Summary:
E_HOMO: -0.537 Eh
Energy relative to the best compared isomer or geometry (same formula, charge and spin): 130.13 kcal per mole
Frontier orbital gap: 0.3836 Ha

```
! RIJCOSX wB97M-V def2-TZVPD def2/J DEFGRID3
* xyz 1 1
C 1.78499 -0.70801 0.80897
C 1.08039 -0.46888 1.85028
C -0.96629 -1.10866 -0.24906
C -0.53943 1.15809 -1.42768
C -0.43870 0.38280 -0.17740
N 0.81345 0.37645 0.63242
H 2.57325 -1.16497 0.22181
H 0.80024 -0.49832 2.85405
H -0.38997 -1.72365 0.59093
H -2.04468 -1.07058 -0.15746
H -0.76838 -1.64343 -1.10897
H -1.49777 1.26700 -1.76643
H 0.09474 0.60644 -2.31342
H -0.08215 2.13248 -1.28104
H -1.48375 1.11566 0.87893
H 1.06406 1.34758 0.64407
*
```

No. 3
DFT (the ωB97M-V functional and the def2-TZVPD basis) results for a molecular structure, C12H10F9NOSm in a non-equilibrium geometry.

Summary:
Expectation value of S²: 8.77
E_HOMO (alpha / beta): -0.089 / -0.090 Eh
Frontier orbital gap (alpha / beta): 0.1856 / 0.1864 Ha

```
! RIJCOSX wB97M-V def2-TZVPD def2/J DEFGRID3
* xyz -1 6
C 1.07389 -1.43345 -2.72905
C -0.32669 -1.14284 -2.87862
C -1.03772 -1.87091 -1.91114
C -0.07675 -2.61313 -1.09737
C 1.23517 -2.31804 -1.60332
Sm 0.39974 -0.22072 -0.65896
C -1.21947 1.64758 -1.62076
C 0.14636 1.95190 -2.07818
C 0.59686 2.60539 -3.24289
N 1.26402 1.67391 -1.42236
H -2.13418 -1.84117 -1.74590
H -0.75695 -0.46890 -3.63743
H -0.31931 -3.20945 -0.21311
H 2.18455 -2.71808 -1.23960
H 1.87924 -1.05826 -3.37607
H -1.95778 1.29149 -2.36360
H 2.11872 2.07720 -1.58588
H -1.59128 2.28256 -0.76812
H -0.07905 2.85233 -4.00028
H 1.70162 2.68188 -3.28885
F 0.98437 -2.05165 2.35114
C 1.06710 -0.75372 2.79334
F 1.44359 -0.78276 4.09107
F 2.06177 -0.12339 2.06949
C -0.32972 -0.00223 2.51751
O -0.67701 0.09160 1.18736
C -1.47114 -0.76751 3.27534
F -1.32395 -0.86838 4.60617
F -2.64914 -0.13569 3.02494
F -1.53834 -2.03683 2.76790
C -0.19943 1.47659 3.09067
F 0.07511 1.55805 4.42040
F 0.82237 2.10316 2.41305
F -1.36658 2.12348 2.85310
*
```

No. 4
DFT (the ωB97M-V functional and the def2-TZVPD basis) results for a molecular structure, C15H32O6P2Pb in a non-equilibrium geometry.

Summary:
E_HOMO (alpha / beta): -0.850 / -0.853 Eh
Frontier orbital gap (alpha / beta): 0.2169 / 0.2205 Ha

```
! RIJCOSX wB97M-V def2-TZVPD def2/J DEFGRID3
* xyz 4 1
Pb 0.00000 0.00000 0.00000
C -2.01010 -0.27710 -0.08110
O -3.17410 -0.38560 -0.09560
C -0.32190 1.84860 0.47850
O -0.51040 2.98340 0.73330
C 1.98020 0.38280 0.27660
O 3.09330 0.65320 0.50630
C -1.48680 0.98440 -3.29450
P 0.00110 0.23750 -2.44930
H 0.58300 -1.75310 -3.83020
H -2.27380 0.26540 -3.03480
C 1.47430 0.91860 -3.37400
H 1.22470 0.88790 -4.44220
C -1.37520 1.06430 -4.82220
H -1.05160 0.11620 -5.26580
H -0.66400 1.83990 -5.12540
H -2.34860 1.32350 -5.25480
C -1.89650 2.32970 -2.67800
H -1.17710 3.12020 -2.90930
C 0.62950 -2.27640 -1.72410
H -1.97800 2.25660 -1.59160
H -2.86950 2.63420 -3.08100
C -1.43050 -2.14840 -3.16410
H 0.02230 -2.08140 -0.80040
H 0.60390 -3.37060 -1.80800
H 1.66300 -1.96680 -1.56530
C -0.02510 -1.58180 -2.93290
H -1.37110 -3.23470 -3.30200
H -1.90360 -1.72470 -4.05360
H -2.08010 -1.95470 -2.30400
C 2.73120 0.06910 -3.14430
H 2.98270 0.01930 -2.08130
H 3.57970 0.52810 -3.66520
H 2.61910 -0.94990 -3.52720
C 1.72510 2.37200 -2.94580
H 1.86320 2.43060 -1.86120
H 0.89420 3.02900 -3.21520
H 2.63070 2.75370 -3.43160
H -0.17410 -5.60440 -1.27570
H -0.17900 -5.73860 -0.54440
C -0.49330 1.24260 3.44590
O -1.35260 0.19730 3.03820
P -0.49340 -1.07720 2.26540
O -0.82000 -1.80800 3.78320
C 0.18130 -1.46900 4.72910
O 0.36400 -2.31210 1.45130
C 1.60180 -2.55950 2.06310
H -0.94600 2.20390 3.12840
H 0.53410 1.19620 3.02140
H -0.43270 1.27940 4.55090
H 1.08440 -0.97020 4.30580
H -0.25260 -0.80010 5.49970
H 0.53300 -2.39080 5.23330
H 2.24700 -1.65810 2.08950
H 1.47040 -3.02730 3.05820
H 2.12800 -3.32190 1.45170
*
```

No. 5
DFT (the ωB97M-V functional and the def2-TZVPD basis) results for a single C18H16N2O3S molecule in a non-equilibrium geometry.

Summary:
SMILES string: COc1ccc(C(=O)CSc2nnc(Cc3ccccc3)o2)cc1
E_HOMO: -0.319 Eh
Energy relative to the best compared isomer or geometry (same formula, charge and spin): 66.94 kcal per mole
Frontier orbital gap: 0.3399 Ha

```
! RIJCOSX wB97M-V def2-TZVPD def2/J DEFGRID3
* xyz 0 1
C -6.04174 -2.47294 1.39727
H -6.31897 -1.62333 2.02898
O -5.73126 -2.06179 0.08613
C -4.69541 -1.21079 -0.10514
C -3.89000 -0.69062 0.90590
C -2.86924 0.18973 0.60107
C -2.61852 0.55679 -0.71796
C -3.40258 -0.00111 -1.73329
C -4.43428 -0.85692 -1.43358
H -5.05526 -1.27959 -2.20730
H -3.19038 0.26425 -2.75794
C -1.52969 1.46963 -1.11036
O -0.89668 1.33629 -2.13003
C -1.29611 2.66251 -0.19011
H -1.79391 3.53206 -0.62265
H -1.65211 2.49884 0.82278
S 0.47066 3.09887 -0.12873
C 0.99696 1.67663 0.68202
N 0.25228 0.75995 1.22093
N 1.09745 -0.14971 1.75376
C 2.29969 0.25421 1.52355
O 2.31202 1.42860 0.83733
C 3.56987 -0.42948 1.85932
C 4.09856 -1.07571 0.59882
C 3.52331 -2.25196 0.13585
C 3.97194 -2.83291 -1.03650
C 4.99439 -2.24000 -1.75869
C 5.56457 -1.06329 -1.30547
C 5.11636 -0.48098 -0.13205
H 5.55996 0.44119 0.21538
H 6.35849 -0.59386 -1.86737
H 5.34317 -2.69257 -2.67496
H 3.52025 -3.74828 -1.38896
H 2.71837 -2.70417 0.69674
H 3.35806 -1.17972 2.62086
H 4.28399 0.30159 2.24108
H -2.22084 0.53350 1.39109
H -4.04379 -0.97164 1.93558
H -6.89442 -3.14298 1.30062
H -5.20774 -3.01258 1.85616
*
```

No. 6
DFT (the ωB97M-V functional and the def2-TZVPD basis) results for a molecular structure, C42H33F5InN2S2SeSi in a non-equilibrium geometry.

Summary:
E_HOMO: -0.390 Eh
Frontier orbital gap: 0.2430 Ha

```
! RIJCOSX wB97M-V def2-TZVPD def2/J DEFGRID3
* xyz 1 1
In 1.63915 -1.16875 0.37026
S 0.62905 0.95595 1.64291
C -1.02031 0.84590 1.49214
N -1.87503 1.73383 2.05430
C -3.30238 1.75953 1.76285
C -3.59377 1.33818 0.36509
N -2.90292 0.11721 0.01427
C -3.56397 -0.76991 -0.94888
C -4.69420 -1.60266 -0.33921
C -5.78214 -1.89041 -1.19313
C -6.81908 -2.73621 -0.76772
C -6.77005 -3.31550 0.53808
C -5.73927 -2.94511 1.38815
C -4.72379 -2.09012 0.94316
C -1.72691 -0.16642 0.56083
S -1.08836 -1.72116 0.38276
C -1.34223 2.77598 2.99352
C -2.28496 3.06623 4.08969
C -2.52415 2.13407 5.10495
C -3.43494 2.39549 6.11584
C -3.97357 3.63210 6.26784
C -3.69090 4.59178 5.31310
C -2.82829 4.30943 4.19488
H -3.58281 2.79687 1.87707
H -3.86734 1.26122 2.54804
H -3.35120 2.14679 -0.26856
H -4.66479 1.15884 0.27091
H -2.77567 -1.38807 -1.39142
H -3.92417 -0.19038 -1.77388
H -5.79368 -1.37552 -2.13075
H -7.60466 -2.99812 -1.46470
H -7.57684 -4.00090 0.80125
H -5.75610 -3.22076 2.42583
H -3.95504 -1.82970 1.70001
H -1.23571 3.67662 2.38231
H -0.33229 2.50950 3.34410
H -2.01615 1.17356 5.06618
H -3.60904 1.60458 6.86985
H -4.64988 3.89486 7.08588
H -3.97447 5.61550 5.41932
H -2.62465 5.03618 3.38152
F 8.24823 -2.88216 1.33882
C 6.91455 -2.87412 1.48983
C 6.32477 -1.63741 1.45088
F 6.99173 -0.52436 1.27550
C 4.95991 -1.59362 1.71654
F 4.36170 -0.42470 1.70561
C 4.19475 -2.72246 1.91536
Se 2.30722 -2.69899 2.20602
C 4.84695 -3.94778 1.93000
F 4.24660 -5.05901 2.28282
C 6.22079 -4.04185 1.76392
F 6.81403 -5.20005 1.87586
C 2.92779 -3.58740 -5.10303
C 3.69402 -2.43609 -5.04698
C 3.46498 -1.48272 -4.04229
C 2.43836 -1.70304 -3.11220
C 1.68338 -2.91423 -3.15998
C 1.89137 -3.84064 -4.20597
Si 2.16512 -0.24023 -1.89143
C 0.54331 0.62957 -2.27649
C 0.12978 1.82042 -1.67077
C -1.03312 2.53847 -1.99727
C -1.82542 2.02224 -3.00113
C -1.43514 0.83393 -3.62633
C -0.29524 0.15216 -3.28860
C 3.56428 0.97269 -1.86541
C 3.46853 2.28108 -2.45122
C 4.53219 3.11428 -2.40515
C 5.71799 2.71563 -1.89691
C 5.88999 1.44285 -1.35299
C 4.79429 0.58376 -1.33423
H 3.28212 -4.28455 -5.81595
H 4.45293 -2.28445 -5.79224
H 4.14611 -0.66252 -3.92553
H 0.93486 -3.22633 -2.40221
H 1.30483 -4.73399 -4.33195
H 0.77244 2.29369 -0.93269
H -1.40649 3.47223 -1.50261
H -2.75264 2.49359 -3.22032
H -2.14772 0.46597 -4.35021
H 0.02070 -0.69458 -3.85331
H 2.51983 2.57482 -2.90708
H 4.48804 4.10193 -2.77963
H 6.57126 3.35935 -1.88709
H 6.89109 1.09591 -1.09094
H 4.88247 -0.38782 -0.91968
*
```

What calculated total energy values result from the calculations? In sequence: -29872.876 -6824.559 -58505.104 -52123.558 -38882.654 -160720.014 eV.